ORCA calculation (ωB97M-V/def2-TZVPD) on C50H58BFN3NaO6Sb2 as an isolated structure in a non-equilibrium geometry.

Last column: Mulliken charge in e.
CARTESIAN COORDINATES (ANGSTROEM)
Na1 1.217706 0.962868 0.127789  1.91
C1 0.828094 0.788142 4.564327  -1.54
C2 1.835351 -0.357527 4.515568  -0.48
C3 1.576113 -1.380021 3.391867  -1.66
Sb1 2.987583 -1.223260 1.739012  0.65
C4 4.562494 -2.268973 2.815201  0.61
C5 4.597291 -2.424345 4.197152  -0.13
C6 5.638163 -3.109768 4.811257  -0.72
C7 6.664707 -3.645441 4.049120  -0.48
C8 6.646546 -3.491620 2.669464  -0.59
C9 5.605612 -2.806271 2.062377  -0.63
C10 2.467127 -3.048278 0.729699  0.54
C11 1.784432 -4.073418 1.375230  -0.41
C12 1.472287 -5.250899 0.708846  -0.68
C13 1.848353 -5.418321 -0.615459  -0.63
C14 2.549856 -4.410559 -1.261733  -0.39
C15 2.857470 -3.234449 -0.593600  -0.57
Sb2 0.947277 2.020182 2.798342  0.67
C16 0.004068 3.748162 3.652606  0.16
C17 0.355195 4.990929 3.130272  -0.21
C18 -0.218574 6.155671 3.614380  -0.77
C19 -1.159390 6.088669 4.633788  -0.46
C20 -1.522327 4.857305 5.157800  -0.62
C21 -0.947039 3.692596 4.664698  -0.33
C22 2.914019 2.755198 3.330229  0.65
C23 3.143363 3.446702 4.517958  -0.66
C24 4.416394 3.883794 4.853127  -0.72
C25 5.484056 3.637744 3.999804  -0.48
C26 5.271655 2.953765 2.812843  -0.99
C27 3.994331 2.517808 2.483508  -0.21
H1 1.027092 1.424432 5.429411  0.60
H2 -0.188224 0.395977 4.649202  0.57
H3 1.807495 -0.875723 5.479586  0.46
H4 2.841892 0.072148 4.437227  0.34
H5 0.570269 -1.254516 2.981251  0.77
H6 1.647032 -2.394302 3.783857  0.62
H7 3.804943 -2.012436 4.810876  0.19
H8 5.645976 -3.226006 5.888630  0.39
H9 7.476015 -4.179221 4.528186  0.36
H10 7.445524 -3.908860 2.068563  0.39
H11 5.593511 -2.698971 0.981997  0.31
H12 1.485594 -3.961971 2.410902  0.22
H13 0.938819 -6.041122 1.223616  0.42
H14 1.600742 -6.333315 -1.140041  0.39
H15 2.848203 -4.537540 -2.295878  0.44
H16 3.388703 -2.448318 -1.114472  0.32
H17 1.102270 5.045315 2.346437  0.28
H18 0.066810 7.114920 3.200323  0.41
H19 -1.607135 6.996020 5.019365  0.37
H20 -2.254433 4.805151 5.954327  0.39
H21 -1.240953 2.733711 5.077616  0.34
H22 2.314848 3.655323 5.186857  0.35
H23 4.577902 4.418610 5.781341  0.41
H24 6.478394 3.977685 4.260835  0.37
H25 6.098768 2.756164 2.142021  0.44
H26 3.847621 1.976034 1.555623  0.49
F1 -5.708116 -0.115348 -0.947037  -0.41
C28 -4.619267 -0.710085 -1.531033  0.38
C29 -3.375025 -0.165786 -1.274220  -1.77
C30 -2.218462 -0.703046 -1.915037  1.66
C31 -0.944977 -0.232673 -1.729739  -0.23
O1 -0.731823 0.888693 -0.865501  0.46
C32 0.182155 -0.754144 -2.454515  0.12
C33 -0.015456 -1.729244 -3.342922  -0.16
N1 -1.295399 -2.301911 -3.529185  0.53
C34 -1.509690 -3.109073 -4.676439  -0.28
C35 -0.522476 -4.183881 -5.006890  -0.73
C36 -1.885360 -4.557507 -4.505923  -0.61
C37 -2.415109 -1.803612 -2.833436  -0.01
C38 -3.666171 -2.323484 -3.018905  -0.92
C39 -4.815971 -1.800999 -2.335013  -1.63
N2 -6.098831 -2.347862 -2.689311  0.33
C40 -6.646023 -1.811998 -3.922423  -0.53
C41 -7.700686 -2.774983 -4.448074  -0.76
N3 -8.753994 -2.906403 -3.386193  -0.14
C42 -8.172078 -3.416127 -2.098996  -0.93
C43 -7.103604 -2.421043 -1.658986  -0.54
C44 1.556596 -0.284559 -2.048068  0.00
O2 2.313911 0.284986 -2.842949  -0.80
O3 1.826573 -0.486236 -0.818033  -0.72
H27 -3.294073 0.707569 -0.641987  0.65
H28 0.788563 -2.178933 -3.903526  0.68
H29 -1.972792 -2.590222 -5.518930  0.40
H30 0.307790 -4.324142 -4.328239  0.20
H31 -0.279654 -4.345466 -6.047869  0.24
H32 -1.952102 -4.923497 -3.490004  0.26
H33 -2.596678 -4.995318 -5.195507  0.30
H34 -3.831065 -3.151878 -3.694375  0.51
H35 -5.838461 -1.718012 -4.646753  0.46
H36 -7.097301 -0.810042 -3.785261  0.25
H37 -7.254388 -3.756006 -4.595745  0.36
H38 -8.168165 -2.431876 -5.370055  0.39
H39 -9.523240 -3.492697 -3.701695  0.34
H40 -9.116837 -1.968217 -3.201093  0.40
H41 -7.721936 -4.386469 -2.295929  0.36
H42 -8.974069 -3.515808 -1.368334  0.42
H43 -6.643119 -2.755675 -0.731563  0.48
H44 -7.591869 -1.451225 -1.455413  0.39
C45 1.650727 3.395465 -3.937613  -1.68
C46 0.620708 3.605223 -2.832262  1.76
C47 -0.329660 4.728019 -3.243428  -2.16
O4 -0.169534 2.407635 -2.708255  -0.27
B1 -0.197795 2.005630 -1.415922  -0.40
O5 0.514942 2.852870 -0.562630  -0.27
C48 1.243909 3.798012 -1.387603  1.84
C49 2.724652 3.429026 -1.292099  -1.96
C50 1.031359 5.187132 -0.798965  -1.92
H45 1.141756 3.391350 -4.902103  0.45
H46 2.142568 2.433324 -3.814643  0.27
H47 2.386765 4.199984 -3.937231  0.30
H48 -0.794167 4.455895 -4.190279  0.56
H49 0.220809 5.659063 -3.375436  0.36
H50 -1.121339 4.871784 -2.507207  0.30
H51 2.904735 2.423881 -1.682882  0.31
H52 3.018325 3.465737 -0.239999  0.28
H53 3.346088 4.134676 -1.841044  0.52
H54 -0.027038 5.390959 -0.640620  0.39
H55 1.454186 5.953151 -1.448058  0.36
H56 1.533346 5.237975 0.167133  0.32
O6 -1.496190 0.374455 1.882889  -0.53
H57 -1.417298 0.265379 0.920498  0.17
H58 -2.443060 0.332040 2.055737  0.18

Cartesian forces, eV/Å:
0.1 1.7 2.7
-0.1 -0.1 -0.1
0.0 0.0 0.0
0.0 0.0 -0.1
0.2 -0.6 0.5
-0.1 0.2 -0.1
-0.1 0.0 0.0
0.0 0.0 0.0
0.0 0.0 0.0
0.0 0.0 0.0
-0.1 0.0 0.0
0.0 0.1 0.0
0.0 0.0 0.1
0.0 0.0 0.0
0.0 0.0 0.0
0.0 0.0 0.0
0.0 0.0 0.0
0.4 0.3 0.9
-0.1 -0.1 -0.3
0.0 0.0 0.0
0.0 0.0 0.0
0.0 0.0 0.0
0.0 0.0 0.0
0.0 -0.1 0.0
-0.1 -0.1 -0.1
0.0 0.0 0.0
0.0 0.0 0.0
0.0 0.0 0.0
0.1 0.0 0.0
-0.1 0.0 0.0
0.0 0.1 -0.1
0.0 0.0 0.0
0.0 0.0 0.0
0.0 0.0 0.1
0.0 0.0 0.0
0.0 0.0 0.0
0.0 0.0 0.0
0.0 0.0 0.0
0.0 0.0 0.0
0.0 0.0 0.0
0.1 0.0 0.0
0.0 0.0 0.0
0.0 0.0 0.0
0.0 0.0 0.0
0.0 0.0 0.0
-0.1 0.0 0.0
0.0 0.1 0.0
0.0 0.0 0.0
0.0 0.0 0.0
0.0 0.0 0.0
0.0 0.0 0.0
0.0 0.0 0.0
0.0 0.0 0.0
0.0 0.0 0.0
0.0 0.0 0.0
0.0 0.0 0.0
-0.1 0.0 0.1
0.1 -0.1 -0.1
0.0 0.1 0.0
0.3 0.3 0.4
-0.3 -0.3 -0.2
-0.5 -0.4 -0.4
0.0 0.1 0.1
0.0 0.1 0.0
0.2 0.1 0.2
-0.1 0.0 0.0
0.1 0.0 0.0
-0.1 -0.1 0.0
-0.2 -0.3 -0.3
0.0 0.1 0.0
-0.1 0.0 0.1
0.0 0.2 -0.1
-0.1 -0.1 0.2
0.4 0.2 -0.2
0.0 -0.1 0.0
0.3 0.0 0.4
0.0 -0.2 -0.2
0.5 -0.3 -0.4
-0.1 -0.1 -0.2
0.8 -2.2 -1.7
0.0 0.0 0.0
0.0 0.0 0.0
0.0 0.0 0.0
0.0 0.0 0.0
0.0 0.0 0.0
0.0 0.1 0.0
0.0 0.0 0.0
0.1 0.0 0.0
0.0 0.0 -0.1
0.0 0.0 0.0
-0.1 -0.1 0.0
-0.1 0.0 0.1
0.0 0.0 0.0
-0.1 0.0 0.0
-0.1 0.0 -0.1
-0.1 0.1 -0.1
0.0 0.0 0.0
0.0 0.0 0.0
-0.1 -0.2 0.2
0.0 0.2 0.0
0.0 -0.2 0.2
-0.2 -0.3 -0.2
-0.2 1.2 -0.4
-0.2 0.3 -0.6
0.2 0.3 -0.1
-0.3 -0.2 0.0
-0.1 -0.2 0.1
0.0 0.0 0.0
0.1 0.0 0.0
0.0 0.0 0.0
0.0 0.0 0.0
-0.1 0.1 0.0
0.0 0.0 0.0
0.0 0.0 0.0
0.0 0.0 0.0
0.0 0.0 0.0
0.0 0.0 0.0
0.0 0.0 0.0
0.0 0.0 0.0
-0.1 -0.1 0.0
-0.1 0.1 0.1
0.0 -0.1 -0.1

Highest occupied orbital energy: -3.89 eV
Lowest unoccupied orbital energy: -1.059 eV